Molecular formula: C39H33N2O3P2PdS2
Method: DFT, ωB97M-V with the def2-TZVPD basis set

```
82
Properties=species:S:1:pos:R:3:forces:R:3:lowdin_charge:R:1
Pd -0.3604 -1.0882 0.0294 -0.05 0.48 -0.77 0.70
O 1.8282 -0.8714 -0.0217 0.01 0.02 -0.39 -0.46
P 2.5614 -0.1941 -1.1668 -0.30 -0.23 0.17 0.78
C 1.9911 1.5271 -1.3519 -0.14 0.00 0.26 -0.27
P 0.8164 1.9356 -0.0191 -0.05 -0.04 -0.02 0.76
O -0.4465 1.1137 -0.1354 0.25 -0.41 0.30 -0.39
C 1.6887 1.7100 1.5370 0.08 -0.02 -0.04 -0.29
C 1.0879 0.9959 2.5679 0.22 0.11 0.05 -0.07
C 1.7498 0.8592 3.7797 0.05 0.00 0.08 -0.08
C 3.0183 1.4026 3.9516 -0.02 -0.01 -0.03 -0.07
C 3.6204 2.1118 2.9193 0.00 0.01 -0.04 -0.07
C 2.9470 2.2800 1.7176 0.03 -0.03 0.02 -0.07
C 0.4631 3.6843 -0.1379 -0.24 0.03 -0.14 -0.27
C 1.3072 4.6064 -0.7547 -0.05 -0.02 0.04 -0.08
C 0.9556 5.9490 -0.7850 0.06 -0.02 0.01 -0.07
C -0.2300 6.3693 -0.1979 -0.01 0.00 0.01 -0.06
C -1.0777 5.4509 0.4102 0.04 -0.03 0.01 -0.06
C -0.7369 4.1074 0.4404 0.06 0.06 -0.07 -0.06
C 4.3094 -0.1413 -0.8014 0.07 0.05 0.05 -0.29
C 4.7439 -0.7548 0.3701 0.11 0.03 -0.02 -0.07
C 6.0830 -0.6772 0.7300 0.03 0.01 -0.04 -0.06
C 6.9805 0.0133 -0.0737 -0.03 -0.02 0.02 -0.06
C 6.5482 0.6241 -1.2464 -0.01 0.01 -0.01 -0.06
C 5.2133 0.5501 -1.6112 -0.03 0.02 0.04 -0.09
C 2.2783 -0.9483 -2.7707 0.28 -0.07 0.02 -0.28
C 3.3324 -1.4372 -3.5413 -0.05 -0.08 0.04 -0.07
C 3.0748 -2.0398 -4.7662 -0.01 0.04 0.05 -0.06
C 1.7680 -2.1692 -5.2110 -0.01 -0.04 -0.03 -0.06
C 0.7147 -1.6858 -4.4430 -0.01 -0.01 -0.04 -0.05
C 0.9668 -1.0649 -3.2322 0.23 -0.04 -0.31 -0.10
H 1.4482 1.6068 -2.2933 -0.04 0.17 -0.04 0.09
H 2.8309 2.2230 -1.3562 0.03 -0.09 -0.06 0.06
H 0.1159 0.5562 2.4177 -0.24 -0.07 -0.01 0.10
H 1.2729 0.3425 4.6058 0.02 0.01 -0.08 0.11
H 3.5345 1.2827 4.8971 -0.04 0.02 -0.04 0.11
H 4.6061 2.5432 3.0520 -0.08 -0.02 0.00 0.11
H 3.4062 2.8623 0.9236 0.00 -0.03 0.06 0.11
H 2.2330 4.2883 -1.2205 -0.04 0.05 0.01 0.10
H 1.6075 6.6656 -1.2706 -0.04 -0.04 0.04 0.11
H -0.4968 7.4192 -0.2178 0.00 -0.06 -0.01 0.11
H -2.0067 5.7812 0.8570 0.03 -0.01 -0.02 0.11
H -1.4021 3.3795 0.8896 0.00 0.03 -0.01 0.11
H 4.0284 -1.2699 0.9979 -0.02 0.01 0.00 0.10
H 6.4280 -1.1519 1.6403 -0.02 0.03 -0.02 0.11
H 8.0223 0.0826 0.2149 -0.04 -0.02 -0.02 0.11
H 7.2529 1.1593 -1.8713 -0.05 -0.03 0.03 0.11
H 4.8745 1.0291 -2.5253 0.04 -0.01 0.05 0.12
H 4.3508 -1.3531 -3.1839 -0.02 -0.05 -0.04 0.10
H 3.8940 -2.4056 -5.3710 -0.01 -0.01 0.02 0.11
H 1.5667 -2.6461 -6.1632 0.01 0.03 0.06 0.11
H -0.3055 -1.7898 -4.7906 0.04 0.03 0.00 0.12
H 0.1457 -0.6629 -2.6700 -0.33 0.10 0.30 0.09
C -11.3746 -2.1153 0.9485 -0.02 0.05 0.04 -0.08
C -10.0863 -1.3578 1.1327 0.18 0.13 -0.07 -0.72
O -9.5433 -1.1764 2.1856 -0.02 -0.16 -0.15 0.04
S -9.4609 -0.7450 -0.4582 -0.04 -0.01 0.12 1.01
C -7.6980 -0.6378 -0.2606 0.00 -0.05 0.05 -0.52
C -6.9455 -0.9912 -1.3788 0.08 -0.05 -0.06 -0.11
C -5.5628 -1.0321 -1.3087 -0.10 -0.04 -0.12 -0.04
C -4.9022 -0.7381 -0.1156 0.35 -0.11 -0.06 -0.26
C -5.6586 -0.3207 0.9724 -0.20 0.08 0.20 -0.03
C -7.0458 -0.2559 0.9052 0.09 0.10 0.07 -0.07
C -3.4681 -0.9004 -0.0191 -1.32 0.19 -0.06 -0.12
C -2.2841 -1.0717 0.0512 1.44 -0.38 -0.10 -0.17
H -11.8351 -2.2975 1.9168 0.01 0.06 0.00 0.09
H -11.1496 -3.0672 0.4663 -0.01 0.01 -0.01 0.09
H -12.0568 -1.5654 0.2984 0.02 -0.02 0.00 0.08
H -7.4548 -1.2560 -2.2995 0.08 -0.03 0.06 0.10
H -4.9801 -1.3240 -2.1732 -0.05 -0.02 0.01 0.11
H -5.1561 -0.0466 1.8915 -0.02 -0.04 -0.01 0.12
H -7.6130 0.0741 1.7614 0.02 -0.05 0.00 0.10
S 0.0639 -3.4719 -0.5815 -0.25 0.75 0.41 0.73
C 0.9273 -3.5610 0.8592 -0.22 -0.12 -0.07 -0.80
N 1.9035 -4.4980 1.0469 -0.14 0.07 -0.25 0.09
C 2.6898 -4.5178 2.1405 0.14 -0.14 0.21 -0.04
C 2.4499 -3.6429 3.1475 0.17 0.07 0.16 -0.02
C 1.3528 -2.7756 2.9749 0.06 0.01 0.07 -0.08
N 0.6509 -2.7153 1.8767 -0.05 -0.07 0.26 0.05
H 2.0540 -5.1595 0.2989 0.05 -0.01 -0.04 0.15
H 3.4758 -5.2603 2.1600 -0.03 0.01 -0.02 0.14
H 3.0662 -3.6173 4.0333 -0.07 -0.07 -0.01 0.12
H 1.0373 -2.1161 3.7795 0.11 0.00 -0.09 0.12
```
Positions in Å, forces in eV/Å.

Summary:
Energy in hartree: -3448.00414
Total charge: +1
E_LUMO in eV: -3.111
Frontier orbital gap in eV: 6.246
Energy relative to the best compared isomer or geometry (same formula, charge and spin) in kcal/mol: 17.91

---

Molecular formula: C7H14N
Method: DFT, ωB97M-V with the def2-TZVPD basis set

```
22
Properties=species:S:1:pos:R:3:forces:R:3:lowdin_charge:R:1
C 2.2926 -0.1330 -1.4597 -0.43 1.32 0.62 0.07
C 0.8247 0.8829 1.7063 -0.72 -2.35 0.73 0.08
C 1.9124 0.5874 -0.3711 2.14 -0.05 -2.82 -0.17
C 0.8187 0.2840 0.4856 -2.40 -0.30 1.69 -0.26
C -0.7232 -1.7355 1.1153 4.13 1.36 1.57 -0.04
C -1.4289 1.1264 -1.2714 -1.95 0.79 -0.03 0.03
C -0.4528 -0.7121 0.0613 3.22 1.39 1.29 -0.28
N -1.6715 0.1494 -0.1430 0.27 -1.91 0.77 0.04
H 3.0611 0.1386 -2.1674 0.44 0.44 0.47 0.07
H 1.7882 -0.9864 -1.8378 -0.73 -0.85 0.22 0.05
H 0.0850 0.5643 2.4978 0.60 0.67 -0.97 0.09
H 1.7484 1.2850 2.1437 -0.58 0.48 -0.61 0.09
H 2.4981 1.5169 -0.1361 -0.62 -1.10 -0.07 0.14
H -1.0236 -1.2459 2.0096 -0.22 0.24 1.10 0.07
H 0.2035 -2.3753 1.3572 -1.49 1.04 -0.56 0.16
H -1.4750 -2.2975 0.7969 -3.23 -2.97 -1.20 0.04
H -1.9485 0.8994 -2.2356 0.19 -0.13 1.20 0.13
H -1.7443 2.0901 -0.8639 -0.25 -0.07 -0.50 0.11
H -0.3933 1.2276 -1.4569 1.11 -0.34 -0.06 0.06
H -0.2268 -1.2884 -0.8047 0.15 0.32 -1.25 0.13
H -1.6886 0.6316 0.8081 -0.78 -0.43 -1.62 0.19
H -2.4563 -0.6095 -0.2340 1.13 2.45 0.04 0.23
```
Positions in Å, forces in eV/Å.

Summary:
Energy in hartree: -329.53299
Total charge: +1
E_LUMO in eV: -3.329
SMILES string: C=CC(=C)[C@@H](C)[NH2+]C
Frontier orbital gap in eV: 9.384
Energy relative to the best compared isomer or geometry (same formula, charge and spin) in kcal/mol: 46.78